1.
52
Properties=species:S:1:pos:R:3:forces:R:3:nbo_charge:R:1 method="wB97M-V/def2-TZVPD" multiplicity=1 de_lowest_kcal_mol=4.5
C -2.8979 -1.0344 -1.2689 0.000 0.000 0.000 -0.671
C -2.2665 0.2911 -1.0234 0.005 0.000 0.001 0.376
N -1.7883 1.1033 -1.9385 -0.009 0.007 -0.001 -0.489
C -1.3753 2.2263 -1.2602 0.006 -0.007 -0.002 -0.094
C -1.6021 2.0886 0.0753 -0.002 0.001 -0.003 -0.134
N -2.1610 0.8368 0.2224 0.002 0.007 0.005 -0.355
C -2.6249 0.2427 1.4713 -0.002 -0.005 0.001 -0.122
C -3.9591 0.8222 1.9053 -0.002 0.001 0.001 -0.608
C -1.5439 0.4652 2.5382 0.000 0.000 -0.006 0.679
O -1.6160 1.3932 3.3267 0.001 0.002 0.000 -0.640
N -0.5226 -0.4150 2.4966 -0.005 -0.004 0.004 -0.631
C 0.6326 -0.2879 3.3623 0.003 0.002 0.000 -0.222
C 1.8812 0.2576 2.6645 0.001 0.002 0.002 -0.235
C 1.6291 1.6304 2.0240 -0.001 -0.002 -0.005 -0.402
C 2.4918 1.8283 0.7861 0.002 0.000 0.000 -0.410
C 2.1015 0.8279 -0.2941 0.339 -0.140 -0.338 -0.222
N 2.0783 -0.5487 0.2543 -0.283 -0.025 0.538 -0.443
C 1.2052 -1.4555 -0.2571 -0.506 0.620 -0.237 0.680
O 0.4497 -2.1551 0.3972 0.454 -0.457 0.037 -0.611
C 1.1491 -1.5245 -1.7724 0.001 -0.001 0.001 0.102
N -0.0525 -1.7799 -2.2980 -0.002 0.000 0.002 -0.460
C -0.1186 -1.8481 -3.6057 -0.002 0.006 -0.002 0.686
O -1.3256 -2.1003 -4.1265 -0.001 -0.003 -0.004 -0.638
N 0.8886 -1.7033 -4.4730 0.000 -0.002 0.000 -0.560
C 2.0750 -1.4820 -3.9549 0.002 -0.001 0.000 0.499
O 3.1296 -1.3432 -4.7597 0.000 0.000 -0.003 -0.630
C 2.2602 -1.3888 -2.5717 0.002 0.000 0.000 0.247
F 3.4990 -1.1897 -2.1021 -0.001 0.000 0.000 -0.298
C 2.5050 -0.7113 1.6455 -0.001 0.000 0.000 -0.226
H -2.9201 -1.2093 -2.3399 0.000 -0.001 0.000 0.258
H -2.3230 -1.8425 -0.8146 -0.001 0.000 0.000 0.243
H -3.9196 -1.0600 -0.8824 0.001 0.000 0.000 0.211
H -0.9474 3.0708 -1.7756 0.001 -0.001 0.000 0.204
H -1.4392 2.7383 0.9186 -0.002 0.000 0.000 0.234
H -2.7170 -0.8287 1.2889 0.002 0.000 0.000 0.223
H -4.3049 0.3381 2.8182 -0.002 -0.002 -0.001 0.221
H -3.8558 1.8867 2.1068 0.001 0.000 0.000 0.232
H -4.7006 0.6745 1.1201 -0.001 0.000 0.000 0.213
H -0.4859 -1.1195 1.7686 0.001 0.000 0.000 0.434
H 0.3464 0.3846 4.1702 0.000 0.000 0.001 0.236
H 0.8547 -1.2652 3.7980 0.000 -0.001 -0.003 0.199
H 2.6318 0.3703 3.4538 -0.002 -0.002 0.001 0.212
H 0.5841 1.7019 1.7169 0.001 0.004 0.003 0.214
H 1.7940 2.4232 2.7542 0.000 0.001 0.000 0.221
H 2.3505 2.8280 0.3721 0.000 0.000 -0.001 0.226
H 3.5539 1.7358 1.0294 -0.001 0.001 0.000 0.200
H 1.1022 1.0784 -0.6582 -0.001 0.002 0.002 0.216
H 2.8007 0.8920 -1.1305 -0.002 0.000 -0.001 0.205
H -1.2362 -2.0893 -5.0879 0.000 0.000 0.003 0.496
H 2.8103 -1.4349 -5.6687 0.001 0.000 0.003 0.500
H 3.5885 -0.5742 1.6508 0.000 0.000 0.000 0.203
H 2.3111 -1.7451 1.9275 0.001 0.000 0.001 0.230



2.
49
Properties=species:S:1:pos:R:3:forces:R:3:nbo_charge:R:1 method="wB97M-V/def2-TZVPD" charge=+1 energy_ev=-50083.857 multiplicity=1
Rh 0.6069 0.4115 -1.0004 2.553 0.725 -8.146 -0.023
C -0.5479 1.9696 3.3026 0.104 -0.242 0.577 -0.685
C -0.1977 0.5434 2.9558 -0.109 0.499 1.057 0.218
N -0.1187 -0.3016 4.0288 0.147 0.227 -2.191 -0.386
C 0.1916 -1.5827 3.7766 -0.251 0.781 0.596 0.091
C 0.4322 -2.0909 2.5146 -0.019 0.979 0.044 -0.093
C 0.7680 -3.5371 2.3437 0.116 -0.429 -0.173 -0.087
O -0.3932 -4.3085 2.0511 -0.521 0.518 -0.197 -0.695
C 0.3287 -1.1881 1.4440 0.178 0.124 -0.980 -0.036
C 0.5364 -1.7121 0.0747 -0.929 -0.209 -0.435 0.036
N 1.4703 -1.2615 -0.7013 1.430 -2.497 -0.529 -0.477
C 1.6501 -1.9235 -1.9372 0.704 -0.988 -0.618 0.178
C 2.0498 -3.2746 -1.9091 -0.070 -0.084 -0.471 -0.235
C 2.2824 -4.0026 -3.0785 -0.130 0.418 0.393 -0.178
C 2.1360 -3.3857 -4.3141 -0.067 0.242 0.003 -0.204
C 1.7700 -2.0416 -4.3748 0.058 -0.216 0.473 -0.221
C 1.5369 -1.3059 -3.1981 0.611 -1.385 -1.044 -0.225
I 1.0560 0.7299 -3.4968 1.398 -2.068 -0.916 0.555
C 0.0060 0.1756 1.6034 0.112 -5.598 7.848 0.186
O -0.1048 0.9750 0.6124 -1.576 -13.300 9.753 -0.653
H -0.6571 2.0869 4.3863 0.103 -0.239 -0.257 0.272
H -1.4982 2.2553 2.8406 0.886 -0.359 0.888 0.214
H 0.2427 2.6516 2.9740 0.013 -0.162 0.098 0.227
H 0.2420 -2.2132 4.6588 0.071 -0.084 -0.107 0.217
H 1.2195 -3.9431 3.2559 -0.113 0.201 -0.049 0.203
H 1.5020 -3.6892 1.5460 -0.017 0.123 -0.026 0.181
H -1.1262 -3.6848 1.8965 0.337 -0.592 0.138 0.468
H -0.1193 -2.5508 -0.2213 0.439 0.181 0.017 0.217
H 2.1910 -3.7618 -0.9475 -0.057 0.163 -0.092 0.224
H 2.5843 -5.0440 -3.0158 -0.055 0.169 0.021 0.234
H 2.3182 -3.9420 -5.2289 -0.037 0.136 0.118 0.235
H 1.6768 -1.5679 -5.3486 -0.024 0.007 0.199 0.229
C -2.8379 3.0044 1.4528 -0.715 -0.092 -0.357 -0.640
C -1.4538 3.4270 1.0010 -0.077 0.109 1.218 -0.638
S -0.6149 2.1020 0.0840 -1.733 16.198 -6.571 1.983
O 0.8307 2.4785 -0.0495 -0.236 6.505 -1.472 -0.934
C -1.4149 2.3378 -1.5326 -2.129 -0.324 -0.728 -0.624
C -0.8852 3.5353 -2.2975 0.339 0.605 0.176 -0.627
H -3.2922 3.7936 2.0603 0.095 -0.115 -0.098 0.256
H -2.7963 2.0936 2.0600 -0.489 0.196 -0.361 0.216
H -3.5026 2.8118 0.6057 0.015 0.060 0.117 0.227
H -0.8384 3.6359 1.8825 -0.073 0.263 -0.807 0.277
H -1.4925 4.3394 0.4026 0.272 -0.366 -0.382 0.274
H -2.4970 2.4054 -1.3970 -0.042 0.216 0.389 0.250
H -1.2141 1.4285 -2.1088 -1.082 0.137 0.395 0.278
H -1.0682 4.4753 -1.7701 0.089 -0.100 -0.123 0.233
H -1.3763 3.6015 -3.2738 -0.166 -0.171 0.201 0.250
H 0.1925 3.4527 -2.4726 -0.148 0.101 0.171 0.237
H 0.2261 1.5918 -2.1407 0.797 -0.265 2.243 -0.007